1.
Entry from OMol25: C39H33Cl3NO3P2Ru as an isolated structure (wB97M-V/def2-TZVPD).

The geometry in XYZ format:
```
82
Properties=species:S:1:pos:R:3
Ru -1.074 -0.686 0.242
C -2.655 -0.720 -2.329
P -0.946 -1.334 -1.870
C -0.909 -3.110 -2.338
C 0.227 -3.685 -2.908
C 0.310 -5.055 -3.112
C -0.746 -5.877 -2.741
C -1.883 -5.317 -2.174
C -1.966 -3.946 -1.974
C 0.002 -0.607 -3.275
C 0.902 0.415 -3.004
C 1.559 1.076 -4.035
C 1.328 0.709 -5.352
C 0.429 -0.314 -5.634
C -0.232 -0.963 -4.603
C -2.582 0.718 -1.897
C -2.978 1.897 -2.500
C -2.490 2.941 -1.674
C -1.823 2.340 -0.616
C -1.061 3.042 0.464
P 0.794 2.919 0.288
C 1.272 4.491 1.137
C 0.786 4.856 2.395
C 1.145 6.059 2.980
C 2.006 6.928 2.317
C 2.497 6.582 1.068
C 2.128 5.376 0.485
C 2.636 1.238 1.677
C 3.251 0.986 2.902
C 4.542 0.482 2.968
C 5.247 0.218 1.802
C 4.645 0.459 0.575
C 3.355 0.965 0.513
N -1.863 0.988 -0.753
H -3.339 -1.286 -1.689
H -2.950 -0.835 -3.377
H 1.061 -3.052 -3.193
H 1.205 -5.481 -3.551
H -0.677 -6.950 -2.878
H -2.704 -5.948 -1.857
H -2.841 -3.525 -1.495
H 1.052 0.721 -1.977
H 2.240 1.886 -3.802
H 1.836 1.223 -6.160
H 0.238 -0.600 -6.663
H -0.937 -1.756 -4.827
H -3.547 1.992 -3.414
H -2.604 4.006 -1.823
H -1.365 2.714 1.463
H -1.278 4.109 0.375
H 0.111 4.190 2.922
H 0.754 6.322 3.956
H 2.288 7.869 2.774
H 3.169 7.251 0.543
H 2.510 5.107 -0.493
H 2.696 1.170 3.815
H 4.992 0.285 3.933
H 6.251 -0.186 1.849
H 5.177 0.241 -0.343
H 2.885 1.130 -0.448
Cl -1.392 -7.245 3.735
C -1.795 -5.788 2.841
C -0.790 -4.910 2.464
C -1.130 -3.780 1.759
Cl 0.129 -2.693 1.229
C -2.459 -3.417 1.377
O -2.745 -2.387 0.710
C -3.419 -4.386 1.801
Cl -5.084 -4.102 1.360
C -3.113 -5.531 2.507
H 0.244 -5.108 2.713
H -3.900 -6.215 2.794
C 1.219 1.723 1.637
H 0.550 0.864 1.464
H 0.928 2.131 2.608
C -1.247 1.470 4.045
C -1.467 0.092 3.392
O -1.439 -0.895 4.133
O -1.652 0.117 2.137
H -1.665 1.476 5.052
H -1.680 2.273 3.448
H -0.170 1.642 4.131
```

- Total charge: -2
- Expectation value of S²: 0.755
- Energy relative to the best compared isomer or geometry (same formula, charge and spin): 0.0 kcal per mole
- Kohn-Sham gap (alpha / beta): 5.35 / 5.21 eV
- HOMO energy (alpha / beta): -1.193 / -1.048 eV
- 2S+1: 2

Results of the Löwdin charge analysis, in e, for atoms 1 through 6: Ru 0.619; C -0.248; P 0.881; C -0.336; C -0.107; C -0.108

=====

2.
Entry from OMol25: C39H33GdN6S4 as an isolated structure (wB97M-V/def2-TZVPD).

The geometry in XYZ format:
```
83
Properties=species:S:1:pos:R:3
Gd -0.332 0.057 1.298
S 0.047 1.616 3.478
C -1.120 2.810 2.950
C -0.721 4.138 2.778
C -1.622 5.109 2.391
C -2.957 4.786 2.192
C -3.385 3.488 2.398
C -2.478 2.504 2.760
S -3.067 0.854 3.079
C -3.938 0.500 1.490
C -3.603 -0.907 1.082
C -4.584 -1.771 0.669
C -4.189 -3.057 0.238
C -2.896 -3.438 0.348
C -1.933 -2.556 0.944
C -0.684 -2.957 1.322
S 0.582 -0.984 -1.204
C 1.951 -0.079 -1.927
C 2.499 -0.499 -3.129
C 3.476 0.261 -3.741
C 3.898 1.443 -3.139
C 3.367 1.851 -1.940
C 2.369 1.101 -1.296
S 1.723 1.659 0.200
N -2.300 -1.236 1.171
H 0.317 4.377 2.954
H -1.287 6.128 2.265
H -3.670 5.545 1.908
H -4.430 3.237 2.288
H -3.564 1.224 0.761
H -5.012 0.626 1.627
H -5.615 -1.458 0.629
H -4.927 -3.737 -0.161
H -2.560 -4.415 0.038
H -0.375 -3.972 1.157
H -0.128 -2.380 2.072
H 2.143 -1.411 -3.584
H 3.899 -0.051 -4.684
H 4.650 2.042 -3.629
H 3.692 2.761 -1.461
C -6.079 -1.487 -2.494
C -4.587 -1.366 -2.458
C -3.765 -2.435 -2.798
C -2.393 -2.331 -2.735
C -1.764 -1.150 -2.326
N -0.397 -1.037 -2.424
C 1.370 -2.635 -1.212
C 1.026 -3.446 -2.277
C 1.463 -4.750 -2.369
C 2.227 -5.287 -1.340
C 2.688 -6.713 -1.372
C 2.579 -4.470 -0.272
C 2.190 -3.132 -0.203
N 2.655 -2.351 0.871
C 3.818 -2.557 1.529
C 3.898 -1.626 2.535
C 2.725 -0.873 2.418
N 1.984 -1.314 1.406
C -2.600 -0.073 -1.987
C -3.983 -0.181 -2.069
N -2.037 1.188 -1.654
C -2.037 2.253 -2.468
C -1.442 3.295 -1.790
C -1.113 2.767 -0.545
N -1.479 1.483 -0.466
H -6.386 -2.507 -2.276
H -6.467 -1.224 -3.479
H -6.523 -0.815 -1.764
H -4.212 -3.371 -3.104
H -1.782 -3.183 -2.990
H 0.406 -3.002 -3.040
H 1.191 -5.341 -3.231
H 2.225 -7.259 -2.190
H 2.450 -7.217 -0.436
H 3.770 -6.746 -1.500
H 3.150 -4.906 0.535
H 4.525 -3.302 1.227
H 4.685 -1.500 3.248
H 2.400 -0.026 3.008
H -4.586 0.680 -1.812
H -2.455 2.192 -3.453
H -1.256 4.288 -2.143
H -0.633 3.269 0.281
```

- Total charge: 0
- Expectation value of S²: 16.062
- Kohn-Sham gap (alpha / beta): 6.74 / 4.38 eV
- HOMO energy (alpha / beta): -6.389 / -6.341 eV
- 2S+1: 8

Results of the Löwdin charge analysis, in e, for atoms 1 through 6: Gd 1.124; S 0.510; C -0.747; C -0.132; C -0.087; C -0.082